Here is C3H7NS as an isolated structure in a non-equilibrium geometry from the Open Molecules 2025 dataset. Energies are from ωB97M-V/def2-TZVPD.

Computed properties:
highest occupied orbital energy	-8.422	eV
energy above the lowest of the compared OMol25 structures with the same formula, charge and spin	234.1	kJ/mol
LUMO	1.14	eV
E	-15547.219	eV
Kohn-Sham gap	9.56	eV

Geometry as XYZ:
```
12
Properties=species:S:1:pos:R:3:nbo_charge:R:1
C 2.289 0.910 -0.534 -0.655
C 1.216 -0.115 -0.786 -0.571
C -2.271 -0.685 0.818 -0.094
H 2.850 0.602 0.396 0.227
H 1.976 2.059 -0.575 0.234
H 3.233 0.798 -1.117 0.232
H 0.920 -0.241 -1.823 0.209
H 1.303 -1.179 -0.579 0.237
H -2.852 -1.606 0.881 0.192
H -2.663 0.488 1.051 0.168
N -1.250 -1.032 0.258 -0.517
S -0.213 0.353 0.186 0.338
```